(1)
Below is a molecular structure, C29H60BaClN6O7P2S, with properties calculated with the ωB97M-V functional and the def2-TZVPD basis.

Each line ends with the Löwdin charge.
CARTESIAN COORDINATES (ANGSTROEM)
Ba (0.722, 0.711, 0.564)  2.10
C (0.434, -0.691, -4.848)  -0.03
N (0.223, -1.814, -3.958)  -0.14
C (0.036, -3.094, -4.598)  -0.04
C (0.180, -1.602, -2.628)  -0.42
O (0.288, -0.478, -2.161)  -0.03
C (0.061, -2.863, -1.770)  -0.11
O (0.357, -2.597, -0.416)  -0.15
C (-0.516, -3.177, 0.525)  -0.11
C (-1.906, -2.515, 0.486)  -0.44
O (-2.154, -1.657, -0.344)  0.06
N (-2.806, -2.951, 1.388)  -0.14
C (-2.579, -3.937, 2.418)  -0.04
C (-4.092, -2.288, 1.462)  -0.03
H (-0.405, -0.591, -5.536)  0.10
H (1.354, -0.847, -5.417)  0.10
H (0.521, 0.211, -4.246)  0.06
H (0.222, -2.972, -5.661)  0.09
H (-0.978, -3.474, -4.459)  0.10
H (0.741, -3.838, -4.227)  0.09
H (0.788, -3.604, -2.140)  0.13
H (-0.949, -3.269, -1.893)  0.14
H (-0.050, -2.957, 1.487)  0.13
H (-0.597, -4.265, 0.363)  0.14
H (-1.590, -4.372, 2.356)  0.08
H (-3.319, -4.734, 2.325)  0.10
H (-2.695, -3.478, 3.403)  0.10
H (-4.131, -1.544, 0.669)  0.09
H (-4.202, -1.794, 2.429)  0.10
H (-4.900, -3.012, 1.338)  0.09
C (4.654, 0.024, 4.619)  -0.08
N (3.601, -0.545, 3.808)  -0.29
C (3.650, -1.988, 3.688)  -0.08
P (2.961, 0.319, 2.543)  0.46
O (1.904, -0.453, 1.897)  -0.60
O (4.226, 0.580, 1.539)  -0.23
P (3.834, 1.134, 0.064)  0.49
O (2.523, 1.759, 0.070)  -0.65
N (5.014, 2.266, -0.253)  -0.28
C (4.943, 2.799, -1.600)  -0.09
C (6.367, 2.187, 0.256)  -0.10
N (4.000, -0.148, -0.980)  -0.25
C (5.255, -0.869, -0.951)  -0.07
C (2.859, -1.030, -0.873)  -0.15
N (2.528, 1.832, 3.043)  -0.30
C (1.547, 1.841, 4.118)  -0.07
C (3.413, 2.978, 3.057)  -0.07
H (4.627, -0.443, 5.606)  0.10
H (4.483, 1.090, 4.739)  0.07
H (5.651, -0.129, 4.189)  0.09
H (3.603, -2.428, 4.685)  0.10
H (4.563, -2.333, 3.190)  0.09
H (2.779, -2.307, 3.120)  0.08
H (3.904, 2.816, -1.918)  0.06
H (5.520, 2.200, -2.312)  0.10
H (5.334, 3.818, -1.603)  0.10
H (6.384, 1.577, 1.156)  0.08
H (6.713, 3.197, 0.498)  0.10
H (7.057, 1.763, -0.482)  0.09
H (6.092, -0.177, -0.974)  0.07
H (5.310, -1.513, -1.830)  0.10
H (5.344, -1.495, -0.055)  0.10
H (1.968, -0.434, -0.824)  -0.05
H (2.905, -1.659, 0.017)  0.10
H (2.813, -1.678, -1.747)  0.11
H (0.899, 0.971, 4.014)  0.08
H (0.928, 2.738, 4.038)  0.10
H (2.024, 1.826, 5.107)  0.10
H (4.256, 2.834, 2.379)  0.07
H (3.793, 3.174, 4.066)  0.09
H (2.859, 3.862, 2.724)  0.09
Cl (-2.577, 3.010, 0.992)  0.73
C (-2.296, 2.881, 2.689)  -0.63
C (-2.405, 3.994, 3.500)  -0.13
C (-2.147, 3.889, 4.858)  -0.13
C (-1.796, 2.660, 5.396)  -0.12
C (-1.691, 1.554, 4.575)  -0.11
C (-1.884, 1.633, 3.187)  -0.41
C (-1.711, 0.473, 2.319)  -0.25
H (-2.718, 4.936, 3.077)  0.10
H (-2.240, 4.756, 5.494)  0.09
H (-1.616, 2.569, 6.459)  0.10
H (-1.433, 0.590, 4.997)  0.10
H (-2.552, 0.384, 1.633)  0.00
H (-1.665, -0.432, 2.923)  0.01
C (1.556, 2.980, -4.674)  -0.11
C (0.926, 4.198, -4.007)  -0.29
C (-0.008, 3.810, -2.872)  -0.29
S (0.957, 2.963, -1.547)  0.92
O (-0.082, 2.369, -0.674)  -0.86
C (1.558, 4.478, -0.657)  -0.29
C (0.673, 4.955, 0.486)  -0.28
C (-0.390, 5.961, 0.060)  -0.09
H (2.294, 3.281, -5.413)  0.08
H (0.793, 2.389, -5.175)  0.07
H (2.047, 2.358, -3.929)  0.04
H (0.377, 4.771, -4.757)  0.12
H (1.714, 4.844, -3.612)  0.10
H (-0.740, 3.065, -3.179)  0.10
H (-0.524, 4.664, -2.444)  0.08
H (1.707, 5.257, -1.401)  0.09
H (2.535, 4.180, -0.278)  0.06
H (1.304, 5.421, 1.249)  0.11
H (0.172, 4.090, 0.935)  0.08
H (0.042, 6.757, -0.548)  0.08
H (-0.837, 6.415, 0.942)  0.08
H (-1.180, 5.466, -0.498)  0.06

Summary:
Kohn-Sham gap	0.1962	hartree
charge	+1



(2)
Below is a single C6H9N molecule, with properties calculated with the ωB97M-V functional and the def2-TZVPD basis.

Each line ends with the natural charge from an NBO analysis.
CARTESIAN COORDINATES (ANGSTROEM)
C (0.955, -0.276, 2.204)  -0.62
C (1.141, 0.250, 0.769)  -0.41
C (-0.059, 0.125, -0.156)  -0.09
C (-0.973, -0.910, -0.411)  -0.31
C (-1.635, -0.585, -1.619)  -0.08
N (-0.876, 0.432, -2.157)  -0.51
C (-0.138, 1.057, -1.182)  -0.08
H (1.884, -0.473, 2.748)  0.21
H (0.275, -1.155, 2.249)  0.21
H (0.501, 0.452, 2.913)  0.21
H (1.976, -0.353, 0.237)  0.21
H (1.309, 1.321, 0.727)  0.21
H (-1.109, -1.891, 0.031)  0.22
H (-2.630, -0.785, -1.929)  0.22
H (-0.847, 0.730, -3.125)  0.41
H (0.225, 2.061, -1.298)  0.21

Summary:
SMILES string	CCc1cc[nH]c1
Kohn-Sham gap	0.3242	hartree



(3)
Below is 2 unconnected molecules or ions with the total composition C2H3NO2S, with properties calculated with the ωB97M-V functional and the def2-TZVPD basis.

Each line ends with the natural charge from an NBO analysis.
CARTESIAN COORDINATES (ANGSTROEM)
C (0.336, -0.566, 0.533)  -0.54
C (0.120, 0.303, -0.371)  -0.02
N (-1.606, 1.292, 0.469)  0.48
O (-2.024, 0.923, 1.496)  -0.36
O (-2.083, 2.185, -0.183)  -0.41
S (0.276, 1.227, -1.808)  0.08
H (0.895, -1.446, 0.415)  0.25
H (-0.268, -0.246, 1.433)  0.29
H (-0.879, 1.953, -1.636)  0.22

Summary:
Kohn-Sham gap (spin up / spin down)	0.3284 / 0.3285	hartree



(4)
Below is a single C3H8N2O2 molecule, with properties calculated with the ωB97M-V functional and the def2-TZVPD basis.

Each line ends with the natural charge from an NBO analysis.
CARTESIAN COORDINATES (ANGSTROEM)
C (1.281, 1.563, 0.423)  -0.66
C (-0.029, 0.803, 0.233)  0.47
O (-1.125, 1.234, 0.572)  -0.67
H (0.040, 0.481, -1.031)  0.06
H (1.142, 2.575, 0.046)  0.24
H (2.118, 1.095, -0.096)  0.21
H (1.491, 1.612, 1.494)  0.23
N (-2.180, -1.526, -0.234)  -0.48
C (0.114, -1.071, -0.722)  0.42
O (-1.053, -1.537, -1.168)  -0.36
N (0.298, -0.799, 0.604)  -0.75
H (-1.734, -1.563, 0.687)  0.36
H (-2.530, -0.571, -0.304)  0.37
H (1.256, -0.940, 0.903)  0.38
H (0.912, -1.353, -1.408)  0.20

Summary:
Kohn-Sham gap	0.3463	hartree



(5)
Below is a single C4H4OS molecule, with properties calculated with the ωB97M-V functional and the def2-TZVPD basis.

Each line ends with the natural charge from an NBO analysis.
CARTESIAN COORDINATES (ANGSTROEM)
O (-2.933, -1.200, 0.223)  -0.48
C (-2.372, -0.170, -0.184)  0.36
C (-0.947, 0.146, -0.035)  -0.13
C (0.220, 0.435, -0.046)  0.07
C (1.633, 0.580, 0.177)  -0.62
S (2.346, -1.050, -0.059)  0.00
H (-2.946, 0.627, -0.624)  0.14
H (2.054, 1.415, -0.390)  0.25
H (1.838, 0.712, 1.245)  0.26
H (1.106, -1.494, -0.307)  0.15

Summary:
SMILES string	O=CC#CCS
Kohn-Sham gap	0.3445	hartree



(6)
Below is a molecular structure, C38H39AsCrGeN3O3S, with properties calculated with the ωB97M-V functional and the def2-TZVPD basis.

Each line ends with the Löwdin charge.
CARTESIAN COORDINATES (ANGSTROEM)
Cr (0.740, 0.252, -1.071)  0.45
S (0.923, 0.713, 1.250)  0.79
C (0.196, -0.702, 2.079)  -0.55
C (0.549, -0.933, 3.402)  -0.09
C (-0.061, -1.969, 4.098)  -0.04
C (-1.023, -2.753, 3.478)  -0.04
C (-1.374, -2.510, 2.157)  -0.07
C (-0.774, -1.478, 1.444)  -0.36
As (-1.153, -1.157, -0.428)  1.35
C (-1.335, -2.909, -1.224)  -0.35
C (-0.354, -3.409, -2.069)  -0.13
C (-0.502, -4.659, -2.653)  -0.06
C (-1.641, -5.409, -2.394)  -0.05
C (-2.638, -4.898, -1.572)  -0.04
C (-2.496, -3.644, -0.999)  -0.09
C (-2.968, -0.548, -0.621)  -0.39
C (-3.833, -0.473, 0.460)  -0.09
C (-5.119, 0.011, 0.264)  -0.05
C (-5.526, 0.430, -0.997)  -0.05
C (-4.652, 0.356, -2.075)  -0.06
C (-3.367, -0.134, -1.885)  -0.11
H (1.291, -0.309, 3.886)  0.11
H (0.215, -2.155, 5.130)  0.12
H (-1.503, -3.557, 4.024)  0.12
H (-2.112, -3.137, 1.678)  0.10
H (0.524, -2.821, -2.281)  0.06
H (0.265, -5.045, -3.316)  0.11
H (-1.762, -6.384, -2.850)  0.12
H (-3.538, -5.473, -1.390)  0.12
H (-3.294, -3.237, -0.394)  0.10
H (-3.508, -0.772, 1.447)  0.11
H (-5.804, 0.071, 1.102)  0.12
H (-6.530, 0.810, -1.143)  0.12
H (-4.974, 0.667, -3.060)  0.12
H (-2.692, -0.214, -2.728)  0.10
C (-2.175, 3.745, -2.961)  -0.07
C (-2.582, 4.159, -1.546)  -0.13
C (-1.537, 3.961, -0.400)  -0.29
C (-2.122, 4.542, 0.896)  -0.16
C (-1.194, 4.470, 2.109)  -0.06
C (-0.279, 4.748, -0.754)  -0.36
O (-0.180, 5.933, -0.643)  0.18
N (0.828, 4.011, -1.255)  0.26
C (0.829, 2.681, -1.406)  -0.54
O (1.845, 2.015, -1.730)  -0.05
N (-0.274, 1.923, -1.129)  0.01
C (-1.262, 2.473, -0.252)  -0.41
O (-1.847, 1.775, 0.527)  0.10
H (-2.981, 3.988, -3.653)  0.09
H (-1.990, 2.672, -3.039)  0.05
H (-1.287, 4.283, -3.308)  0.08
H (-3.480, 3.616, -1.242)  0.13
H (-2.824, 5.223, -1.536)  0.13
H (-3.052, 4.013, 1.098)  0.13
H (-2.364, 5.583, 0.690)  0.13
H (-0.935, 3.442, 2.360)  0.06
H (-1.689, 4.905, 2.978)  0.09
H (-0.275, 5.040, 1.944)  0.08
H (1.678, 4.526, -1.443)  0.19
Ge (3.152, 0.294, 0.856)  0.88
C (2.873, -1.043, -0.554)  -0.41
C (3.486, -0.881, -1.814)  -0.12
C (3.725, -1.981, -2.625)  -0.05
C (3.398, -3.256, -2.170)  -0.03
C (2.783, -3.437, -0.934)  -0.05
C (2.499, -2.339, -0.138)  -0.10
C (4.119, -0.030, 2.470)  -0.35
C (4.027, -1.202, 3.220)  -0.12
C (4.750, -1.315, 4.398)  -0.06
C (5.559, -0.267, 4.822)  -0.05
C (5.656, 0.898, 4.072)  -0.05
C (4.937, 1.022, 2.890)  -0.11
H (3.571, 1.622, 0.232)  0.03
H (3.807, 0.107, -2.128)  0.11
H (4.212, -1.853, -3.585)  0.12
H (3.634, -4.120, -2.783)  0.13
H (2.524, -4.434, -0.594)  0.13
H (2.039, -2.487, 0.831)  0.11
H (3.405, -2.028, 2.892)  0.10
H (4.689, -2.225, 4.984)  0.12
H (6.121, -0.361, 5.744)  0.12
H (6.295, 1.708, 4.402)  0.12
H (5.018, 1.929, 2.303)  0.10
N (0.678, -0.146, -3.177)  0.07
H (-0.215, 0.133, -3.572)  0.08
H (0.849, -1.097, -3.488)  0.07
H (1.385, 0.442, -3.609)  0.08

Summary:
multiplicity	2
Kohn-Sham gap (spin up / spin down)	0.2442 / 0.2657	hartree
charge	+2